{"formula": "C3H4FNO", "method": "ωB97M-V with the def2-TZVPD basis set", "elements": ["C", "C", "C", "N", "O", "F", "H", "H", "H", "H"], "coordinates": [[-0.1018, -0.1540, 0.6979], [1.3728, -0.4211, 0.6389], [-0.5515, 0.2003, -0.6511], [-1.3653, 1.1107, -0.7638], [2.1155, -0.2082, -0.3151], [-1.8172, 1.3631, -2.0349], [-0.7592, -0.9696, 0.8835], [1.6866, -1.0323, 1.5874], [-0.2750, -0.4340, -1.5484], [-0.3049, 0.5451, 1.5056]], "mulliken_charge": [-0.332, 0.158, -0.053, -0.311, -0.466, -0.153, 0.259, 0.259, 0.345, 0.293], "max_force_ev_per_a": 3.40, "smiles": "O=CC/C=N/F", "relative_energy_kcal_mol": 66.8, "gap_ev": 11.2, "energy_ev": -9427.72007}